1.
Computed, not measured: a structure of composition C28H40BrLuN5OS2 at a distorted geometry, with wB97M-V/def2-TZVPD.

```
! RIJCOSX wB97M-V def2-TZVPD def2/J DEFGRID3
* xyz -1 1
Lu 0.54 -0.72 0.05
C 2.56 -1.05 -3.26
N 1.16 -0.59 -3.17
C 0.93 0.80 -3.52
C 1.49 1.78 -2.44
N 0.61 2.01 -1.32
C 1.32 2.93 -0.42
C -0.71 2.49 -1.72
C -0.87 3.82 -1.98
C -2.17 4.26 -2.31
C -3.23 3.41 -2.43
C -3.04 2.11 -2.07
C -1.78 1.58 -1.68
S -1.77 -0.12 -1.19
C 0.30 -1.50 -3.82
C -0.12 -1.29 -5.14
C -1.06 -2.19 -5.70
C -1.51 -3.31 -4.98
C -1.08 -3.57 -3.69
C -0.17 -2.65 -3.12
S 0.38 -3.01 -1.53
H 2.89 -1.10 -4.31
H 2.68 -2.01 -2.74
H 3.28 -0.38 -2.66
H -0.14 0.84 -3.65
H 1.41 1.09 -4.46
H 1.85 2.69 -2.94
H 2.39 1.29 -2.04
H 1.70 3.80 -0.99
H 2.27 2.47 -0.05
H 0.68 3.26 0.41
H -0.07 4.51 -1.85
H -2.32 5.30 -2.57
H -4.19 3.77 -2.80
H -3.83 1.37 -2.05
H 0.19 -0.44 -5.71
H -1.31 -2.18 -6.77
H -2.17 -3.96 -5.50
H -1.35 -4.50 -3.24
N -1.20 -2.24 0.93
C -0.92 -3.63 1.27
C 0.48 -3.64 1.99
N 1.43 -2.61 1.45
H -1.66 -1.78 1.72
H -1.89 -2.24 0.16
H -0.84 -4.15 0.32
H -1.64 -4.10 1.92
H 1.00 -4.59 1.95
H 0.29 -3.44 3.07
H 2.05 -3.03 0.83
H 2.05 -2.27 2.18
O 3.59 -0.61 6.33
C 2.72 -0.34 5.27
C 1.67 -1.21 4.92
C 0.89 -0.80 3.86
N 1.09 0.31 3.08
C 2.19 1.10 3.29
Br 3.31 -0.46 0.28
C 2.93 0.74 4.46
H 3.49 -1.48 6.77
H 1.36 -2.18 5.28
H 0.05 -1.40 3.58
H 3.70 1.45 4.83
C -0.98 2.03 3.87
C -1.21 1.20 2.61
C -2.32 0.14 2.81
C -1.77 2.18 1.58
C 0.13 0.64 2.01
H -1.91 2.51 4.20
H -0.17 2.75 3.73
H -0.63 1.34 4.66
H -3.25 0.60 3.31
H -1.93 -0.62 3.44
H -2.63 -0.19 1.83
H -2.65 2.73 2.03
H -2.08 1.74 0.64
H -1.11 3.05 1.32
H 0.65 1.49 1.59
*
```

Properties
Strongest force on any atom in Eh/bohr: 0.048
HOMO in eV: -4.3
ΔE to the lowest compared entry with this formula, charge and spin in kJ/mol: 46.1
HOMO-LUMO gap in eV: 6.69

2.
Computed, not measured: a structure of composition C28H40CrNO2 at a distorted geometry, with wB97M-V/def2-TZVPD.

```
! RIJCOSX wB97M-V def2-TZVPD def2/J DEFGRID3
* xyz 0 4
O -0.58 0.11 -2.83
C 0.64 0.75 -3.34
C -0.10 2.01 -3.88
H 1.08 -0.01 -3.98
H 1.39 0.97 -2.53
C -1.25 1.43 -2.92
H -0.53 2.09 -4.88
H 0.38 3.00 -3.65
C -2.67 1.26 -3.38
H -2.80 0.36 -3.99
H -2.97 2.14 -3.95
H -3.32 1.14 -2.53
C -1.09 2.42 -1.80
H -0.05 2.67 -1.63
H -1.48 2.09 -0.84
H -1.60 3.36 -2.06
Cr -0.02 0.85 2.08
C 0.85 2.59 2.94
C 1.89 1.60 2.84
C 2.06 1.26 1.45
H 2.52 1.27 3.66
C 1.14 2.04 0.69
C 0.39 2.88 1.60
H -0.29 3.68 1.32
H 0.53 3.06 3.87
H 2.82 0.59 1.03
H 1.13 2.08 -0.39
C -1.92 0.01 3.19
C -2.01 1.38 2.78
C -1.97 1.39 1.34
H -2.23 2.24 3.42
C -1.68 0.05 0.89
C -1.75 -0.81 2.04
H -1.79 -1.89 2.02
H -2.04 -0.35 4.22
H -2.30 2.24 0.73
H -1.53 -0.27 -0.15
O 0.13 -0.54 -5.26
C -0.18 0.33 -6.36
C 0.29 -0.28 -7.67
H 0.36 1.30 -6.32
H -1.27 0.47 -6.34
C 1.28 -1.38 -7.23
H 0.77 0.48 -8.30
H -0.61 -0.67 -8.18
C 1.10 -1.57 -5.72
H 2.32 -1.07 -7.44
H 1.06 -2.29 -7.78
H 2.09 -1.44 -5.21
H 0.64 -2.56 -5.48
C -0.65 -0.33 6.65
N -0.37 -1.14 5.47
C -0.69 -2.54 5.69
C 0.96 -0.91 4.92
C 1.23 -1.64 3.62
C 1.84 -2.90 3.69
C 1.99 -3.67 2.53
C 1.61 -3.14 1.29
C 1.07 -1.85 1.22
C 0.89 -1.12 2.39
H 0.08 -0.52 7.46
H -1.66 -0.59 7.01
H -0.64 0.74 6.39
H -0.69 -3.09 4.75
H 0.03 -3.02 6.39
H -1.69 -2.59 6.14
H 1.08 0.18 4.79
H 1.73 -1.25 5.65
H 2.16 -3.28 4.66
H 2.40 -4.67 2.60
H 1.74 -3.72 0.37
H 0.77 -1.44 0.25
*
```

Properties
Strongest force on any atom in Eh/bohr: 0.075
HOMO (alpha / beta) in eV: -5.7 / -7.5
Expectation value of S²: 3.82
HOMO-LUMO gap (alpha / beta) in eV: 6.33 / 8.05

3.
Computed, not measured: a structure of composition C28H40IrNO2Se4 at a distorted geometry, with wB97M-V/def2-TZVPD.

```
! RIJCOSX wB97M-V def2-TZVPD def2/J DEFGRID3
* xyz 1 2
Ir -0.61 0.65 -2.75
C -1.34 -4.58 2.32
C -0.10 -3.69 2.21
C -0.11 -2.68 3.36
C 1.17 -4.55 2.33
C -0.10 -2.99 0.85
C -0.14 -1.64 0.71
C -0.17 -1.08 -0.59
N -0.17 0.22 -0.91
C 0.05 1.34 -0.13
C 0.60 1.36 1.16
C 0.70 2.55 1.83
C 0.22 3.72 1.19
C -0.27 3.78 -0.09
C -0.32 2.54 -0.79
O -0.70 2.47 -2.05
C -0.73 5.08 -0.75
C -0.61 6.26 0.21
C 0.16 5.39 -1.97
C -2.20 4.97 -1.18
C 1.30 2.67 3.23
C 0.25 3.24 4.18
C 1.76 1.31 3.76
C 2.52 3.60 3.17
C -0.27 -1.92 -1.76
O -0.44 -1.34 -2.91
C -0.17 -3.34 -1.62
C -0.08 -3.80 -0.33
C -0.18 -4.28 -2.82
C -1.51 -4.13 -3.58
C -0.05 -5.74 -2.40
C 1.03 -3.95 -3.72
H -1.35 -5.09 3.29
H -1.36 -5.35 1.55
H -2.26 -3.99 2.24
H -0.10 -3.22 4.31
H -1.01 -2.06 3.35
H 0.77 -2.03 3.34
H 1.19 -5.04 3.30
H 2.07 -3.93 2.23
H 1.21 -5.33 1.56
H -0.22 -1.00 1.57
H 1.00 0.46 1.59
H 0.29 4.65 1.74
H 0.42 6.44 0.52
H -1.22 6.12 1.11
H -0.97 7.16 -0.29
H 1.20 5.51 -1.67
H -0.17 6.32 -2.44
H 0.11 4.60 -2.72
H -2.84 4.77 -0.32
H -2.35 4.18 -1.92
H -2.52 5.91 -1.62
H -0.63 2.59 4.23
H -0.08 4.24 3.88
H 0.67 3.32 5.19
H 0.92 0.61 3.85
H 2.18 1.43 4.76
H 2.53 0.86 3.13
H 2.24 4.61 2.85
H 3.28 3.22 2.49
H 2.96 3.69 4.17
H -0.03 -4.87 -0.19
H -2.34 -4.42 -2.94
H -1.50 -4.79 -4.45
H -1.68 -3.11 -3.93
H -0.89 -6.07 -1.79
H 0.88 -5.93 -1.85
H -0.03 -6.36 -3.30
H 1.03 -2.92 -4.06
H 1.02 -4.60 -4.60
H 1.96 -4.13 -3.18
Se -0.47 -1.42 -5.83
Se -0.60 -0.29 -7.70
Se -1.40 1.87 -6.92
Se -1.40 1.97 -4.70
*
```

Properties
Strongest force on any atom in Eh/bohr: 0.033
HOMO (alpha / beta) in eV: -10.7 / -10.6
Expectation value of S²: 0.78
HOMO-LUMO gap (alpha / beta) in eV: 4.85 / 4.64

4.
Computed, not measured: a structure of composition C28H41AuBrN3O2SbSi3 at a distorted geometry, with wB97M-V/def2-TZVPD.

```
! RIJCOSX wB97M-V def2-TZVPD def2/J DEFGRID3
* xyz 1 1
Au -0.50 1.05 2.43
Br -2.99 0.99 4.82
C -1.66 -0.33 5.04
C -1.70 -1.21 6.10
C -0.68 -2.14 6.21
C 0.29 -2.21 5.23
C 0.25 -1.30 4.18
N -0.70 -0.35 4.11
C 1.29 -1.40 3.05
O 2.13 -2.28 3.12
O 1.16 -0.53 2.11
H -2.50 -1.16 6.82
H -0.65 -2.82 7.05
H 1.09 -2.94 5.24
C 1.68 1.57 -2.16
Sb 1.01 0.44 -0.44
C 0.04 2.09 0.75
C -1.05 2.68 -0.08
C -2.41 2.55 0.26
C -3.37 3.22 -0.48
C -2.97 4.01 -1.55
C -1.61 4.05 -1.85
N -0.69 3.40 -1.15
Si 1.38 3.35 1.35
C 2.25 4.35 0.00
C 2.66 2.39 2.34
C 0.39 4.58 2.39
C 0.28 -1.39 -1.53
C -0.72 -1.97 -0.59
C -1.08 -3.32 -0.61
C -2.06 -3.78 0.24
C -2.70 -2.87 1.08
C -2.30 -1.55 1.03
N -1.34 -1.10 0.23
Si 1.87 -2.48 -1.68
C 3.27 -1.45 -2.43
C 2.30 -3.04 0.06
C 1.58 -3.96 -2.83
Si -0.72 -0.94 -3.13
C -1.83 -2.39 -3.59
C -1.85 0.52 -2.76
C 0.43 -0.61 -4.59
H 2.30 2.40 -1.82
H 0.80 1.96 -2.66
H 2.25 0.93 -2.83
H -2.69 1.96 1.12
H -4.41 3.14 -0.21
H -3.68 4.56 -2.14
H -1.25 4.63 -2.69
H 3.15 3.86 -0.37
H 2.55 5.32 0.42
H 1.58 4.55 -0.83
H 2.96 1.48 1.82
H 2.27 2.09 3.32
H 3.56 2.99 2.51
H -0.32 5.12 1.75
H 1.05 5.32 2.84
H -0.18 4.10 3.18
H -0.59 -3.99 -1.30
H -2.33 -4.83 0.26
H -3.49 -3.18 1.75
H -2.78 -0.81 1.66
H 3.62 -0.67 -1.75
H 2.99 -0.99 -3.37
H 4.12 -2.11 -2.63
H 2.43 -2.20 0.74
H 3.23 -3.61 0.07
H 1.53 -3.68 0.48
H 0.84 -3.76 -3.61
H 1.27 -4.85 -2.28
H 2.52 -4.20 -3.34
H -2.55 -2.64 -2.80
H -1.27 -3.30 -3.82
H -2.40 -2.12 -4.48
H -2.33 0.40 -1.79
H -2.63 0.59 -3.52
H -1.31 1.47 -2.75
H 1.03 -1.49 -4.82
H 1.10 0.23 -4.44
H -0.19 -0.39 -5.46
*
```

Properties
Strongest force on any atom in Eh/bohr: 0.036
HOMO in eV: -10.4
ΔE to the lowest compared entry with this formula, charge and spin in kJ/mol: 197.2
HOMO-LUMO gap in eV: 4.44

5.
Computed, not measured: the molecule C28H41Br2ClN2OP2S at a distorted geometry, with wB97M-V/def2-TZVPD.

```
! RIJCOSX wB97M-V def2-TZVPD def2/J DEFGRID3
* xyz 0 1
C -1.23 1.96 4.02
C -1.39 2.63 2.60
O -1.92 1.72 1.60
C -0.85 1.06 0.98
C -0.02 1.72 -0.04
C -0.39 3.17 -0.43
C -1.85 3.32 -1.07
C -1.94 4.45 -2.17
Br -2.55 1.65 -1.87
C 1.12 1.03 -0.66
P 2.31 1.73 -1.92
C 3.73 2.66 -1.12
C 4.04 4.08 -1.74
C 1.47 2.71 -3.27
C 0.27 1.90 -3.94
C 1.39 -0.36 -0.23
C 2.56 -1.23 -0.81
C 2.05 -2.42 -1.70
C 1.93 -2.07 -3.24
C 0.58 -2.67 -3.78
C 0.43 -4.24 -3.62
N -1.02 -4.58 -3.52
C 0.53 -1.00 0.75
C -0.61 -0.33 1.42
N -1.45 -0.96 2.42
P -2.80 -1.87 1.70
C -2.98 -3.53 2.54
C -4.34 -0.86 2.15
C -0.71 -1.74 3.39
C -1.07 -1.66 4.81
Cl -2.42 -0.70 5.45
C -0.28 -2.41 5.79
C 0.83 -3.27 5.42
C 1.19 -3.37 4.01
Br 2.70 -4.50 3.54
C 0.41 -2.62 3.05
S 0.82 -2.73 1.27
H -2.23 1.91 4.53
H -0.74 0.96 3.98
H -0.58 2.62 4.66
H -0.37 3.01 2.32
H -2.13 3.47 2.75
H -0.45 3.75 0.54
H 0.38 3.70 -1.05
H -2.58 3.61 -0.26
H -1.14 5.23 -2.09
H -1.97 4.04 -3.21
H -2.92 4.99 -2.03
H 3.61 2.77 -0.01
H 4.66 2.04 -1.26
H 3.17 4.77 -1.66
H 4.85 4.53 -1.10
H 4.47 4.01 -2.77
H 1.17 3.76 -3.00
H 2.24 2.82 -4.09
H 0.16 0.88 -3.52
H 0.48 1.79 -5.04
H -0.65 2.53 -3.85
H 3.07 -1.70 0.09
H 3.35 -0.62 -1.32
H 2.77 -3.28 -1.55
H 1.03 -2.76 -1.37
H 2.79 -2.48 -3.85
H 1.90 -0.96 -3.41
H -0.30 -2.16 -3.29
H 0.49 -2.42 -4.88
H 0.91 -4.65 -2.70
H 0.92 -4.74 -4.50
H -1.55 -4.01 -4.18
H -1.27 -4.33 -2.56
H -3.81 -4.10 2.04
H -2.04 -4.12 2.41
H -3.21 -3.42 3.64
H -4.93 -0.61 1.23
H -5.01 -1.41 2.86
H -3.98 0.09 2.66
H -0.51 -2.36 6.88
H 1.40 -3.84 6.18
*
```

Properties
Strongest force on any atom in Eh/bohr: 0.070
SMILES string: CCOc1c(C[C@@H](C)Br)c(P(CC)CC)c(CCCCCN)c2c1N(P(C)C)c1c(Cl)ccc(Br)c1S2
HOMO in eV: -7.5
HOMO-LUMO gap in eV: 7.93

6.
Computed, not measured: a structure of composition C28H41Co2O6Si4 at a distorted geometry, with wB97M-V/def2-TZVPD.

```
! RIJCOSX wB97M-V def2-TZVPD def2/J DEFGRID3
* xyz -1 1
C 3.84 1.07 -2.20
Si 2.21 0.24 -1.75
C 1.31 1.43 -0.60
C 1.26 -0.01 -3.36
Si 2.42 -1.86 -0.72
Si 1.95 -3.65 -2.16
C 2.98 -3.55 -3.74
C 2.33 -5.30 -1.34
C 0.13 -3.62 -2.65
Si 4.72 -2.12 -0.24
C 5.81 -2.06 -1.78
C 5.26 -0.72 0.89
C 5.10 -3.75 0.62
C 1.47 -1.92 0.97
C -0.05 -1.91 1.04
C -0.69 -2.76 2.12
C -0.88 -1.18 0.27
H 3.60 2.05 -2.64
H 4.48 1.26 -1.33
H 4.42 0.51 -2.94
H 1.25 2.43 -1.08
H 0.28 1.12 -0.38
H 1.84 1.54 0.35
H 1.05 0.99 -3.78
H 1.83 -0.58 -4.10
H 0.29 -0.51 -3.22
H 2.59 -4.30 -4.45
H 2.92 -2.57 -4.24
H 4.04 -3.78 -3.57
H 1.84 -6.10 -1.91
H 3.41 -5.51 -1.31
H 1.95 -5.34 -0.31
H -0.07 -4.49 -3.29
H -0.53 -3.69 -1.77
H -0.15 -2.71 -3.20
H 6.86 -2.05 -1.44
H 5.69 -2.94 -2.42
H 5.66 -1.17 -2.40
H 6.34 -0.82 1.08
H 5.08 0.28 0.47
H 4.74 -0.77 1.86
H 6.13 -3.71 1.01
H 4.43 -3.94 1.48
H 5.03 -4.62 -0.05
H 1.82 -2.83 1.47
H 1.87 -1.09 1.58
H 0.07 -3.18 2.79
H -1.38 -2.15 2.72
H -1.28 -3.58 1.69
H -1.93 -1.13 0.55
H -0.59 -0.66 -0.64
O -3.31 6.53 -2.84
C -3.45 6.00 -1.82
Co -3.69 5.19 -0.29
C -5.03 6.25 0.12
O -5.93 6.93 0.35
C -4.74 3.84 -0.64
O -5.51 3.01 -0.87
C -2.76 5.07 1.42
C -3.12 3.92 2.18
C -3.96 3.68 3.21
C -4.81 2.52 3.36
C -6.09 2.72 3.95
C -7.00 1.68 4.02
C -6.63 0.40 3.56
C -5.34 0.17 3.05
C -4.43 1.22 2.95
Co -1.99 3.58 0.87
C -1.27 4.15 -0.66
O -0.61 4.40 -1.59
C -2.77 2.15 0.23
O -3.22 1.19 -0.23
C -0.63 2.89 1.78
O 0.15 2.31 2.40
H -2.37 5.99 1.86
H -4.11 4.52 3.89
H -6.31 3.72 4.33
H -7.99 1.85 4.44
H -7.36 -0.42 3.60
H -5.03 -0.83 2.74
H -3.40 1.06 2.62
*
```

Properties
Strongest force on any atom in Eh/bohr: 0.106
HOMO in eV: -4.1
ΔE to the lowest compared entry with this formula, charge and spin in kJ/mol: 0.0
HOMO-LUMO gap in eV: 6.22